(1)
# C20H25N5OPtS2

C20H25N5OPtS2 as an isolated structure (the ωB97M-V functional and the def2-TZVPD basis, the Open Molecules 2025 dataset).

```
54
Properties=species:S:1:pos:R:3:forces:R:3
Pt -1.086 -0.080 -0.542 -0.0127 -0.0187 -0.2959
C 0.581 -0.575 1.861 0.1225 -0.0238 -0.0584
N 1.861 -0.396 1.258 0.1857 0.0631 0.0358
C 2.324 -1.393 0.318 -0.0884 0.0682 0.0664
C 1.958 -1.257 -1.163 -0.0077 0.0308 0.0045
N 0.559 -1.492 -1.560 -0.1650 0.0723 -0.0101
C 0.087 -2.820 -1.105 0.1356 -0.0189 -0.1012
C 0.367 -1.395 -3.006 0.0837 -0.0621 0.0766
C 1.387 -1.726 -3.894 0.0013 0.0000 -0.0103
C 1.180 -1.709 -5.266 -0.0195 0.0085 0.0128
C -0.066 -1.370 -5.769 -0.0319 -0.0004 0.0309
C -1.083 -1.030 -4.893 0.0265 0.0253 -0.0062
C -0.885 -1.022 -3.509 -0.0708 0.0575 -0.0960
S -2.228 -0.505 -2.494 0.0272 -0.0221 0.0860
C 2.400 0.919 1.123 -0.0708 -0.0618 -0.0783
C 3.656 1.127 1.703 -0.0009 -0.0284 -0.0066
C 4.306 2.343 1.634 -0.0307 0.0292 0.0140
C 3.678 3.399 0.981 -0.0408 0.0053 -0.0365
C 2.437 3.211 0.403 -0.0327 -0.0418 -0.0085
C 1.769 1.972 0.441 0.1040 0.0385 0.0718
S 0.236 1.959 -0.454 -0.1504 -0.1498 0.0356
H 0.399 0.199 2.606 0.0270 -0.0043 0.0286
H 0.495 -1.563 2.324 0.0563 0.0410 0.0033
H -0.250 -0.511 1.127 -0.1153 -0.1620 0.4209
H 2.043 -2.382 0.690 -0.0020 0.0332 0.0304
H 3.417 -1.362 0.317 0.0465 -0.0386 0.0545
H 2.600 -1.995 -1.655 0.0340 -0.0131 -0.0413
H 2.241 -0.267 -1.523 -0.0092 0.0391 -0.0144
H 0.760 -3.609 -1.467 0.0020 0.0147 0.0003
H -0.911 -2.994 -1.493 -0.0895 0.0027 -0.0434
H 0.036 -2.860 -0.019 0.0002 0.0301 0.0114
H 2.366 -2.000 -3.531 -0.0355 -0.0057 -0.0285
H 1.996 -1.962 -5.932 -0.0272 0.0044 0.0154
H -0.242 -1.355 -6.838 -0.0025 0.0047 0.0698
H -2.055 -0.733 -5.270 0.0491 -0.0205 0.0080
H 4.109 0.291 2.226 -0.0407 0.0309 -0.0270
H 5.276 2.475 2.098 -0.0368 -0.0130 -0.0304
H 4.159 4.369 0.917 -0.0402 -0.0576 0.0012
H 1.955 4.028 -0.124 0.0449 -0.0456 0.0468
C -4.044 1.943 3.925 0.0458 -0.0783 -0.0689
N -3.766 1.028 2.839 -0.0606 0.0077 0.0844
C -4.145 -0.372 2.848 -0.0103 0.1176 -0.0394
C -3.365 -0.915 1.650 0.0263 -0.1221 -0.1418
O -3.353 -2.069 1.301 0.0377 0.1609 0.0070
N -2.679 0.140 1.072 0.1799 0.3238 0.0952
C -2.881 1.219 1.838 -0.0930 -0.0468 -0.0097
N -2.280 2.386 1.630 -0.0100 -0.1079 0.0590
H -5.029 1.720 4.329 -0.0132 -0.0089 -0.0042
H -4.070 2.971 3.565 -0.0204 0.0018 -0.0225
H -3.311 1.866 4.734 0.0080 -0.0125 -0.0255
H -5.216 -0.512 2.700 -0.0215 -0.0086 0.0064
H -3.843 -0.881 3.765 0.0339 0.0030 0.0089
H -1.484 2.414 0.989 0.1148 -0.0342 -0.2219
H -2.365 3.130 2.296 -0.0427 -0.0068 0.0411
```
Forces are in eV/Å.

The frontier orbital gap (spin up / spin down) comes out at 6.99 / 6.52 eV. The HOMO energy (spin up / spin down) is -6.841 / -7.156 eV. As for the multiplicity: 3. Its total charge is 0. As for the expectation value of S²: 2.008.


(2)
# C20H25NO3S

One molecule with the formula C20H25NO3S (the ωB97M-V functional and the def2-TZVPD basis, the Open Molecules 2025 dataset).

```
50
Properties=species:S:1:pos:R:3:forces:R:3
C -2.361 -3.378 -1.166 0.0885 -1.9188 -0.1098
C -1.309 -2.574 -0.386 1.4435 0.6610 -1.3140
C -1.750 -1.104 -0.057 0.6692 -1.7910 2.1656
C -2.969 -1.217 0.980 0.9329 -0.2445 1.6326
C -2.716 -2.150 2.372 -1.6891 2.4048 -1.9512
C -2.262 -0.288 -1.272 0.2837 -2.4230 -0.7727
S -1.153 0.236 -2.610 0.8434 -0.8987 -2.2108
O -1.963 0.775 -3.737 1.2102 -0.1723 2.7120
O -0.279 -0.881 -3.018 -0.9649 1.1403 0.9967
C -0.118 1.529 -1.790 -1.5646 0.8848 -1.8153
C -0.293 2.860 -2.288 -1.5427 -1.7951 -1.2874
C 0.115 3.891 -1.539 1.1126 0.3101 -1.5246
C 0.967 3.714 -0.461 -0.5915 0.2639 1.6380
N 1.232 4.862 0.253 0.1964 0.9815 -0.4721
C 1.292 2.422 -0.004 -2.5023 0.1435 -2.3055
C 0.634 1.313 -0.663 0.9614 0.2569 1.0212
C 0.744 -0.096 -0.103 -0.8570 -1.2243 -0.1667
C 2.082 -0.329 0.513 0.6293 1.2667 1.4344
C 3.156 -0.628 -0.343 0.2435 -0.7345 -1.1268
C 4.421 -0.728 0.180 1.1209 0.4316 0.2073
C 4.714 -0.415 1.513 -0.0282 -1.0615 -1.3962
C 3.692 -0.078 2.345 -2.2269 -0.2285 0.6384
C 2.337 -0.016 1.893 1.3516 -1.0344 -1.5457
C -0.479 -0.531 0.780 0.7229 1.1092 -0.1397
O -0.716 0.552 1.676 -1.0576 -0.7734 0.5975
H -2.453 -2.993 -2.197 0.0208 0.0029 0.4798
H -2.026 -4.505 -1.327 -0.7690 2.2704 0.6060
H -3.389 -3.345 -0.692 1.2024 -0.2658 -0.4549
H -0.817 -3.037 0.485 -1.1658 -0.1251 0.1627
H -0.373 -2.509 -1.014 -1.0599 0.0370 -0.0046
H -3.848 -1.670 0.517 0.1262 0.2629 -0.2012
H -3.241 -0.180 1.336 0.2718 -1.0974 -0.3525
H -3.573 -1.842 3.032 0.9418 -0.5588 -0.4727
H -1.792 -1.903 2.831 0.7677 0.4806 0.5082
H -2.709 -3.208 2.201 -0.2930 -0.4777 -0.3759
H -3.183 -0.733 -1.755 1.2258 0.1845 0.3688
H -2.578 0.559 -0.814 -1.1288 3.1698 0.8976
H -0.836 3.120 -3.253 0.5939 -0.9485 1.3976
H -0.015 4.826 -2.036 -0.1035 0.9942 0.4293
H 1.711 4.755 1.146 -0.2496 0.7025 -0.6294
H 0.933 5.795 -0.174 0.9166 -2.1347 1.3975
H 1.734 2.343 0.940 0.9942 -0.5408 1.0574
H 0.688 -0.820 -0.902 0.1681 0.1751 -0.7552
H 3.118 -0.891 -1.463 -0.7822 0.5941 1.8568
H 5.269 -1.015 -0.447 -0.4024 0.0016 0.0057
H 5.706 -0.679 1.832 0.2562 0.4624 0.4799
H 3.855 -0.035 3.405 0.1713 0.3979 0.3611
H 1.511 0.142 2.592 0.3339 0.1624 -0.3396
H -0.055 -1.295 1.477 -0.8258 0.0355 -0.8605
H -0.659 1.379 1.213 0.0042 0.6608 -0.4672
```
Forces are in eV/Å.

As for the SMILES: CCC1(CC)CS(=O)(=O)c2ccc(N)cc2[C@@H](c2ccccc2)[C@H]1O. The frontier orbital gap comes out at 9.07 eV. The HOMO energy is -8.544 eV. Its total charge is 0.


(3)
# C20H26AsNO4PS7Tc

C20H26AsNO4PS7Tc as an isolated structure (the ωB97M-V functional and the def2-TZVPD basis, the Open Molecules 2025 dataset).

```
61
Properties=species:S:1:pos:R:3:forces:R:3
Tc -0.875 -0.148 1.873 -1.7438 0.2545 2.2500
S -5.381 0.134 3.736 0.5991 -0.0217 -0.5119
C -4.330 0.149 2.595 -0.6029 0.0693 0.4535
S -1.552 -0.369 4.299 -0.0101 -0.3885 -0.6974
S -3.352 0.204 1.377 -0.0857 -0.0982 -0.0353
C 3.331 0.177 2.514 0.1544 -0.2712 0.0485
C 3.781 -1.140 2.513 -0.3474 0.1060 0.0144
C 2.855 -2.143 2.307 0.0419 0.1419 0.0115
C 1.512 -1.827 2.107 0.1950 0.1785 0.1089
N 1.082 -0.538 2.133 1.0868 -0.3335 -0.1830
C 1.992 0.422 2.320 0.3563 0.3286 0.1467
C 0.447 -2.784 1.891 -0.5515 -0.2427 -0.0079
C 0.640 -4.154 1.701 0.0983 0.2884 0.0674
C -0.447 -4.977 1.502 -0.0279 -0.1765 -0.0250
C -1.729 -4.445 1.500 0.0018 0.0351 0.0487
C -1.919 -3.089 1.700 -0.2035 -0.0657 0.0067
C -0.847 -2.231 1.887 0.3136 0.5477 0.0100
H 4.014 0.997 2.662 0.0198 0.1383 0.0247
H 4.823 -1.370 2.670 0.1032 -0.0365 0.0175
H 3.161 -3.177 2.309 -0.0018 -0.0984 -0.0195
H 1.626 1.439 2.328 -0.0522 -0.0019 -0.0746
H 1.636 -4.572 1.698 0.1266 -0.0893 -0.0061
H -0.302 -6.036 1.354 0.0231 -0.0887 -0.0350
H -2.580 -5.091 1.344 -0.1048 -0.0937 -0.0093
H -2.923 -2.690 1.710 -0.1385 0.0071 -0.0432
S -0.639 4.341 2.736 0.6373 0.0223 -0.2792
As 0.559 3.738 0.676 -0.3737 0.3647 0.6185
S -2.016 2.959 3.113 -0.3374 -0.6469 0.3572
S -0.698 1.339 3.821 0.1618 0.4565 -0.7888
S -0.288 4.920 -0.745 0.1117 0.0052 0.0596
C 1.259 -0.994 -2.046 0.0289 0.1048 0.2125
C 2.020 0.234 -1.559 0.7517 -0.4223 -0.7091
C 3.327 -0.199 -0.895 -0.4394 0.1948 -0.0429
C 2.299 1.195 -2.712 -0.1241 -0.0248 0.2896
O 1.273 0.946 -0.545 -0.4371 -0.0024 0.0953
P -0.307 1.004 -0.504 0.8799 0.3726 -1.2188
O -0.609 1.909 0.690 -0.0130 0.0911 0.1877
O -0.955 -0.331 -0.260 -0.0171 -0.1284 -0.0457
O -0.637 1.673 -1.880 0.3181 -0.3744 0.4518
C -1.912 1.847 -2.533 -0.8325 0.1690 -0.6235
C -2.917 2.488 -1.586 0.3086 -0.0278 0.0019
C -1.606 2.782 -3.703 0.0609 -0.2071 0.3456
C -2.405 0.485 -3.016 0.2358 0.1773 0.1447
H 1.879 -1.566 -2.733 0.0723 0.0334 -0.0658
H 0.347 -0.696 -2.555 -0.0944 -0.1025 -0.1538
H 0.989 -1.624 -1.201 -0.0167 -0.1203 -0.0045
H 3.992 -0.630 -1.637 0.0770 -0.0366 -0.1227
H 3.131 -0.943 -0.129 -0.0144 -0.0824 0.0931
H 3.811 0.658 -0.436 0.1050 0.1009 0.0394
H 2.861 0.685 -3.491 0.0723 -0.0495 -0.0664
H 2.875 2.046 -2.356 0.0848 0.0983 0.0103
H 1.365 1.564 -3.123 -0.0221 0.0286 -0.1147
H -2.529 3.435 -1.216 -0.0218 0.0105 0.0909
H -3.118 1.830 -0.744 -0.0809 0.0251 0.0718
H -3.850 2.675 -2.110 -0.1071 -0.0427 -0.0879
H -1.222 3.726 -3.322 0.0008 0.0815 0.0021
H -2.510 2.965 -4.275 -0.1203 0.0205 -0.0886
H -0.855 2.340 -4.353 0.0344 -0.0591 -0.0886
H -2.483 -0.201 -2.176 -0.0837 -0.0902 0.0171
H -1.711 0.067 -3.743 0.0427 -0.0506 -0.0813
H -3.381 0.589 -3.482 -0.0983 0.0216 -0.0674
```
Forces are in eV/Å.

The frontier orbital gap comes out at 6.86 eV. The HOMO energy is -7.584 eV. Its total charge is 0.


In the order shown, the computed DFT total energy values come out to -2041.8249; -1455.6778; -6578.8785 a.u..
In the order shown, the computed energy relative to the best compared isomer or geometry (same formula, charge and spin) values come out to 0.7888; 3.5190; 0.4174 eV.
In the order shown, the computed F_max values come out to 0.0091; 0.0686; 0.0556 Eh/bohr.